{"formula": "C5H16NS", "method": "ωB97M-V with the def2-TZVPD basis set", "species": ["C", "C", "C", "N", "H", "H", "H", "H", "H", "H", "H", "H", "H", "H", "C", "C", "S", "H", "H", "H", "H", "H", "H"], "positions_angstrom": [[-0.48655, -0.17410, -0.15399], [-1.68246, -0.91922, -0.71999], [-2.63559, -0.07652, -1.53303], [-1.16403, -2.05187, -1.62549], [0.19156, -0.83334, 0.39395], [0.03138, 0.37279, -0.93668], [-0.89391, 0.57048, 0.52700], [-2.19869, -1.45446, 0.07517], [-2.13494, 0.35971, -2.39365], [-2.98973, 0.75900, -0.92904], [-3.50653, -0.65086, -1.85886], [-0.52078, -2.65337, -1.10580], [-1.92705, -2.63029, -1.97900], [-0.65066, -1.66117, -2.41689], [2.22570, 2.13368, 0.99524], [2.56747, 0.82867, 1.68720], [1.32609, 0.46067, 2.98724], [2.28070, 2.97770, 1.67715], [1.20940, 2.10839, 0.59136], [2.89675, 2.31305, 0.15569], [2.57351, -0.00865, 0.99805], [3.55005, 0.87868, 2.14498], [1.93829, -0.64897, 3.41941]], "e_lumo_ev": -3.64, "homo_energy_ev": -11.66, "e_tot_ha": -652.7967, "charge": 1}